(1)
A cluster of 2 separate species, C10H12FNO in total, computed with ωB97M-V with the def2-TZVPD basis set.

Atoms and positions in Å:
C -0.950 -3.364 1.015
C -0.243 -2.416 0.318
C -1.186 -3.235 2.378
C 0.248 -1.434 2.425
C 0.257 -1.274 1.030
C -2.205 0.626 -0.173
C -1.266 1.518 0.045
C 2.445 2.037 -1.114
C 1.664 0.839 -1.557
C 1.090 -0.255 0.414
N -0.465 -2.366 3.056
O 1.128 -0.089 -0.862
F 1.654 0.652 1.210
H -1.350 -4.295 0.668
H 0.027 -2.458 -0.720
H -1.742 -3.910 2.900
H 0.874 -0.717 2.976
H -2.640 -0.059 0.641
H -2.681 0.629 -1.163
H -0.767 1.496 0.894
H 2.205 2.451 -0.206
H 3.495 1.825 -0.862
H 2.244 2.956 -1.824
H 1.850 0.390 -2.473
H -1.027 2.263 -0.582

Computed properties:
orbital gap (spin up / spin down)	7.34 / 7.37	eV
M	181.2	g mol⁻¹
ΔE to the lowest compared entry with this formula, charge and spin	143.79	kcal/mol
E	-16813.8475	eV

(2)
The molecule C10H12FNO2, computed with ωB97M-V with the def2-TZVPD basis set.

Atoms and positions in Å:
C 2.782 -1.440 -1.343
C 2.992 -0.003 -0.818
C 2.354 0.418 0.595
O 2.858 -0.134 1.716
F 2.447 1.758 0.656
N 0.826 0.023 0.628
C 0.029 0.417 -0.364
O 0.381 1.065 -1.351
C -1.421 0.226 0.008
C -1.891 -0.826 0.723
C -3.328 -0.820 1.058
C -4.079 0.262 0.713
C -3.592 1.263 -0.128
C -2.296 1.205 -0.536
H 3.432 -1.443 -2.117
H 1.779 -1.679 -1.663
H 3.100 -2.158 -0.605
H 3.955 0.427 -0.799
H 2.308 0.591 -1.425
H 3.303 0.517 2.273
H 0.379 -0.376 1.427
H -1.201 -1.693 0.670
H -3.744 -1.584 1.577
H -5.096 0.131 0.866
H -4.334 1.983 -0.394
H -1.940 1.870 -1.368

Computed properties:
orbital gap	10.13	eV
M	197.2	g mol⁻¹
ΔE to the lowest compared entry with this formula, charge and spin	0.00	kcal/mol
E	-18866.4043	eV

(3)
A structure of composition C10H12FeN2O5S, computed with ωB97M-V with the def2-TZVPD basis set.

Atoms and positions in Å:
O -0.161 -0.272 -6.044
C -0.363 -0.451 -4.865
Fe 0.045 -0.207 0.113
O 1.883 -2.241 1.450
C 1.261 -1.481 0.822
C -1.174 1.277 -0.176
O -1.792 2.307 -0.103
C -1.281 -1.017 1.037
O -2.012 -1.523 1.853
C 1.402 0.948 -0.307
O 2.135 1.821 -0.106
C 2.022 -2.567 5.559
C 1.014 -1.486 5.316
N 0.641 -1.403 3.777
C -0.224 -0.416 3.600
S 0.136 0.791 2.458
N -1.364 -0.140 4.370
C -2.066 -1.516 4.677
C -3.069 -1.229 5.860
H 1.514 -3.516 5.512
H 2.303 -2.559 6.589
H 2.855 -2.572 4.935
H 0.111 -1.547 5.955
H 1.501 -0.517 5.656
H 1.507 -1.547 3.247
H -1.970 0.575 3.940
H -2.628 -1.878 3.798
H -1.342 -2.218 4.942
H -3.936 -0.642 5.534
H -3.415 -2.232 6.301
H -2.571 -0.625 6.698

Computed properties:
net charge	+2
orbital gap (spin up / spin down)	8.14 / 6.27	eV
multiplicity	5
M	328.1	g mol⁻¹
E	-68981.6094	eV
⟨S²⟩	6.06

(4)
A cluster of 2 separate species, C10H12IO3S in total, computed with ωB97M-V with the def2-TZVPD basis set.

Atoms and positions in Å:
C 0.602 1.368 -1.942
C -0.497 1.963 -1.222
C 0.358 -0.910 -0.941
C 0.891 0.031 -1.951
C -1.251 -0.920 1.040
C -0.603 -0.575 2.303
C -0.973 1.636 -0.013
C -0.542 -0.609 -0.027
C 1.804 -0.564 -2.892
C -1.222 -1.146 3.664
O 0.267 2.945 1.826
O -0.453 0.797 2.526
O 1.560 1.032 1.088
S 0.246 1.622 1.332
I 0.748 -3.567 -5.417
H 1.137 1.874 -2.787
H -1.023 2.833 -1.860
H 0.752 -2.024 -0.963
H -2.383 -1.104 0.994
H 0.359 -1.033 2.256
H -1.814 2.130 0.429
H 2.193 0.223 -3.461
H 1.351 -1.234 -3.593
H 2.553 -1.053 -2.390
H -0.523 -0.895 4.495
H -2.180 -0.589 3.911
H -1.359 -2.229 3.595

Computed properties:
net charge	-1
orbital gap	5.51	eV
M	339.2	g mol⁻¹
ΔE to the lowest compared entry with this formula, charge and spin	22.60	kcal/mol
E	-35640.1871	eV

Q: What is the formula in the third record?
A: C10H12FeN2O5S

Q: Among the records above, which one has the highest M?
A: C10H12IO3S